ORCA calculation (ωB97M-V/def2-TZVPD) on 4 unconnected molecules or ions with the total composition C37H69FNO2 at a distorted geometry.

Each atom is followed by the atoms it is bonded to, with distances in Å.
CARTESIAN COORDINATES (ANGSTROEM)
1 C 5.52188 -1.40602 1.75816  C2 1.558, H24 1.122, H25 1.119, H26 1.130
2 C 4.76842 -0.28826 0.97673  C1 1.558, C3 1.463, C23 1.475
3 C 5.32934 1.06296 0.99153  C2 1.463, C4 1.459, H27 1.118
4 C 4.60253 2.09143 0.25393  C3 1.459, C5 1.448, H28 1.119
5 C 3.37029 1.76561 -0.43230  C4 1.448, C6 1.472, H29 1.116
6 C 2.76899 0.42257 -0.47160  C5 1.472, C7 1.549, C23 1.476
7 C 1.47255 0.05166 -1.23419  C6 1.549, C8 1.592, H30 1.127, H31 1.128
8 C 0.09711 0.38561 -0.50602  C7 1.592, C9 1.609, C13 1.593, C22 1.581
9 C -0.95492 0.64494 -1.69555  C8 1.609, C10 1.555, H32 1.131, H33 1.116
10 C -1.07889 -0.54813 -2.68481  C9 1.555, O11 1.192, F12 1.381
11 O -2.10674 -1.15184 -2.70755  C10 1.192
12 F -0.09820 -0.93562 -3.57691  C10 1.381
13 C -0.42092 -0.92855 0.22948  C8 1.593, C14 1.576, H34 1.127, H35 1.130
14 C -0.42925 -0.91147 1.80551  C13 1.576, C15 1.608, C16 1.605, N17 1.477
15 C 0.86105 -1.66101 2.40440  C14 1.608, H36 1.115, H37 1.128, H38 1.115
16 C -1.64677 -1.86624 2.23226  C14 1.605, H39 1.119, H40 1.129, H41 1.121
17 N -0.70705 0.39257 2.44035  C14 1.477, O18 1.296, C19 1.480
18 O -1.96949 0.67254 2.52315  N17 1.296
19 C 0.11249 1.51524 1.93154  N17 1.480, C20 1.605, C21 1.592, C22 1.584
20 C -0.56562 2.84322 2.52490  C19 1.605, H42 1.125, H43 1.115, H44 1.123
21 C 1.59523 1.55635 2.50938  C19 1.592, H45 1.127, H46 1.118, H47 1.115
22 C 0.08663 1.70867 0.35915  C8 1.581, C19 1.584, H48 1.131, H49 1.117
23 C 3.52877 -0.61721 0.24861  C2 1.475, C6 1.476, H50 1.112
24 H 6.25896 -0.97725 2.48728  C1 1.122
25 H 5.96323 -2.18649 1.08831  C1 1.119
26 H 4.74921 -1.93129 2.39429  C1 1.130
27 H 6.26436 1.32298 1.54645  C3 1.118
28 H 4.99568 3.13820 0.21537  C4 1.119
29 H 2.82873 2.55866 -1.00108  C5 1.116
30 H 1.54334 -1.03737 -1.51454  C7 1.127
31 H 1.48991 0.61196 -2.21349  C7 1.128
32 H -0.57017 1.53809 -2.27355  C9 1.131
33 H -1.94010 0.94574 -1.26587  C9 1.116
34 H 0.13238 -1.84745 -0.11714  C13 1.127
35 H -1.49005 -1.10300 -0.09258  C13 1.130
36 H 1.38211 -1.06836 3.19266  C15 1.115
37 H 0.54019 -2.62142 2.90087  C15 1.128
38 H 1.50446 -1.96403 1.54626  C15 1.115
39 H -1.81438 -1.86354 3.33896  C16 1.119
40 H -1.33919 -2.91328 1.94368  C16 1.129
41 H -2.57701 -1.63985 1.64840  C16 1.121
42 H -0.73443 2.69150 3.62677  C20 1.125
43 H -1.50475 3.11224 1.98651  C20 1.115
44 H 0.18153 3.66910 2.37886  C20 1.123
45 H 2.03952 2.50483 2.09397  C21 1.127
46 H 1.54673 1.68338 3.61887  C21 1.118
47 H 2.21713 0.68247 2.20652  C21 1.115
48 H -0.89469 2.22557 0.13870  C22 1.131
49 H 0.88105 2.44933 0.10000  C22 1.117
50 H 3.22297 -1.68554 0.28724  C23 1.112
51 C -1.80486 -1.68446 -6.17640  C52 1.523, H57 1.092, H58 1.093, H59 1.093
52 C -1.82101 -2.97640 -5.36955  C51 1.523, C53 1.529, H60 1.094, H61 1.089
53 C -0.97376 -4.08735 -5.99128  C52 1.529, C54 1.530, H62 1.095, H63 1.096
54 C -1.42589 -4.55519 -7.37656  C53 1.530, C55 1.529, H64 1.096, H65 1.095
55 C -2.86519 -5.06435 -7.45400  C54 1.529, C56 1.524, H66 1.095, H67 1.094
56 C -3.11691 -6.29454 -6.59031  C55 1.524, H68 1.093, H69 1.093, H70 1.092
57 H -2.22687 -1.82487 -7.17402  C51 1.092
58 H -2.39846 -0.91785 -5.67251  C51 1.093
59 H -0.78523 -1.30538 -6.28349  C51 1.093
60 H -2.85367 -3.31253 -5.23444  C52 1.094
61 H -1.43641 -2.76619 -4.37213  C52 1.089
62 H -0.95786 -4.94091 -5.30580  C53 1.095
63 H 0.06432 -3.74382 -6.06379  C53 1.096
64 H -0.74974 -5.35083 -7.71029  C54 1.096
65 H -1.30223 -3.73886 -8.09533  C54 1.095
66 H -3.08675 -5.31860 -8.49530  C55 1.095
67 H -3.56604 -4.27160 -7.17752  C55 1.094
68 H -2.45772 -7.11602 -6.88149  C56 1.093
69 H -4.14882 -6.63385 -6.70866  C56 1.093
70 H -2.95873 -6.08423 -5.53058  C56 1.092
71 C -5.05076 -2.59031 -1.52997  C72 1.523, H77 1.092, H78 1.092, H79 1.093
72 C -5.52961 -1.14555 -1.58929  C71 1.523, C73 1.529, H80 1.094, H81 1.094
73 C -5.50827 -0.44582 -0.22963  C72 1.529, C74 1.530, H82 1.095, H83 1.096
74 C -6.42499 -1.05612 0.83244  C73 1.530, C75 1.529, H84 1.096, H85 1.095
75 C -7.90313 -1.13343 0.45025  C74 1.529, C76 1.524, H86 1.094, H87 1.094
76 C -8.53631 0.23213 0.21119  C75 1.524, H88 1.093, H89 1.093, H90 1.092
77 H -5.69424 -3.20498 -0.89651  C71 1.092
78 H -5.05530 -3.03044 -2.52965  C71 1.092
79 H -4.03048 -2.64450 -1.14197  C71 1.093
80 H -6.53345 -1.10826 -2.02360  C72 1.094
81 H -4.87943 -0.59195 -2.27363  C72 1.094
82 H -5.76860 0.60795 -0.37358  C73 1.095
83 H -4.48179 -0.44948 0.15582  C73 1.096
84 H -6.32658 -0.46847 1.75219  C74 1.096
85 H -6.07322 -2.06198 1.08309  C74 1.095
86 H -8.44445 -1.63125 1.26080  C75 1.094
87 H -8.03622 -1.76046 -0.43596  C75 1.094
88 H -8.45573 0.85977 1.10201  C76 1.093
89 H -9.59709 0.11985 -0.02574  C76 1.093
90 H -8.06592 0.75584 -0.62357  C76 1.092
91 C 5.90638 6.99476 5.09091  C92 1.524, H97 1.092, H98 1.092, H99 1.093
92 C 5.86361 5.71351 5.91530  C91 1.524, C93 1.529, H100 1.094, H101 1.094
93 C 6.68425 4.57587 5.30732  C92 1.529, C94 1.530, H102 1.095, H103 1.096
94 C 6.21757 4.10088 3.92969  C93 1.530, C95 1.529, H104 1.097, H105 1.095
95 C 4.76694 3.62348 3.86167  C94 1.529, C96 1.523, H106 1.094, H107 1.094
96 C 4.48900 2.41072 4.74054  C95 1.523, H108 1.093, H109 1.091, H110 1.092
97 H 5.47903 6.85011 4.09655  C91 1.092
98 H 5.33164 7.78126 5.58491  C91 1.092
99 H 6.93369 7.34956 4.97635  C91 1.093
100 H 4.82441 5.40215 6.05694  C92 1.094
101 H 6.25704 5.92885 6.91351  C92 1.094
102 H 6.68272 3.73139 6.00376  C93 1.095
103 H 7.72936 4.89474 5.22803  C93 1.096
104 H 6.87498 3.28565 3.60480  C94 1.097
105 H 6.35794 4.90512 3.20008  C94 1.095
106 H 4.53743 3.36089 2.82443  C95 1.094
107 H 4.08449 4.43565 4.12947  C95 1.094
108 H 5.12870 1.57037 4.45804  C96 1.093
109 H 3.45033 2.09578 4.62694  C96 1.091
110 H 4.65368 2.63026 5.79768  C96 1.092

Properties
Expectation value of S²: 0.754
Strongest force on any atom in eV/A: 3.3
Lowest unoccupied orbital energy (spin up / spin down) in Eh: 0.0192 / 0.0026
Spin multiplicity: 2
Electronic energy in hartree: -1756.18014

Atom charges from the Löwdin analysis, given in e for atoms 1 to 4: -0.07 -0.24 -0.04 -0.08